Record 1
Molecular formula: C4H8NO3
Method: DFT, ωB97M-V/def2-TZVPD

For the LUMO energy, the calculation gives 3.89 eV. The energy above the lowest of the compared OMol25 structures with the same formula, charge and spin is 0.306 eV. The value obtained for the molecular weight is 118.11 g mol⁻¹. As for the HOMO-LUMO gap: 8.4424 eV.

The geometry in ORCA input format:
```
! wB97M-V def2-TZVPD RIJCOSX def2/J DEFGRID3
* xyz -1 1
C 0.00555 -0.51778 -1.81564
C 1.38087 0.09328 -1.90262
O 2.08018 0.02591 -2.90179
N 1.78026 0.61334 -0.71108
H 2.43250 1.37622 -0.72069
H 1.15890 0.46538 0.08662
H -0.24920 -1.07858 -2.71192
H -0.76834 0.21900 -1.61888
H -0.03751 -1.22739 -0.99291
C -2.38139 -0.77031 1.60794
C -1.08457 0.00263 1.90060
O -0.55596 0.55225 0.89243
O -0.65718 0.00039 3.06970
H -2.28260 -1.35467 0.68967
H -3.14397 -0.01486 1.40156
H -2.66751 -1.43077 2.42412
*
```

=====

Record 2
Molecular formula: C18H16BClNO14
Method: DFT, ωB97M-V/def2-TZVPD

For the LUMO energy, the calculation gives -5.55 eV. The value obtained for the molecular weight is 516.58 g mol⁻¹. As for the HOMO-LUMO gap: 5.9964 eV.

The geometry in ORCA input format:
```
! wB97M-V def2-TZVPD RIJCOSX def2/J DEFGRID3
* xyz 1 1
O -0.44301 -2.45208 -5.00136
B 0.55523 -2.05942 -3.97265
O 0.65352 -2.73948 -2.63226
N 1.56121 -0.89850 -4.15047
Cl 1.57056 -0.08604 -2.59816
H -1.34141 -2.48420 -4.54764
H -0.10374 -2.36026 -2.09699
H 2.47466 -1.35670 -4.38063
H 1.27839 -0.25527 -4.92208
C -0.24143 3.61001 1.10605
C 0.33764 4.69610 1.62161
C 1.57499 5.27043 1.02432
O 2.07362 6.28028 1.50865
C 2.15989 4.58666 -0.13971
C 1.58258 3.49859 -0.65298
C 0.33036 2.94079 -0.07254
O -0.18703 1.95014 -0.57760
O 2.12844 2.84945 -1.74517
O -0.19253 5.32900 2.73088
H -1.14226 3.18327 1.52880
H 3.06906 5.00418 -0.55303
H 1.52760 2.09414 -1.92680
H 0.40494 6.08773 2.90873
C 3.43640 1.31981 3.95806
C 3.28556 0.97794 5.23912
C 3.05026 2.00508 6.29138
O 2.89650 1.65900 7.45740
C 3.01640 3.41740 5.88052
C 3.17071 3.75930 4.59992
C 3.37837 2.73028 3.54440
O 3.49868 3.07409 2.37330
O 3.14270 5.08490 4.20724
O 3.34151 -0.34553 5.63586
H 3.60580 0.58340 3.18262
H 2.86245 4.15488 6.65781
H 3.27556 5.07159 3.23427
H 3.20262 -0.33257 6.60788
C -5.70497 -5.39980 -1.99903
C -4.78884 -4.43189 -1.93131
C -3.65185 -4.37432 -2.89130
O -2.83621 -3.46214 -2.81606
C -3.55099 -5.43625 -3.90458
C -4.46530 -6.40600 -3.96992
C -5.61700 -6.44774 -3.02759
O -6.45140 -7.34139 -3.12414
O -4.37509 -7.40863 -4.91796
O -4.86347 -3.44498 -0.96563
H -6.53775 -5.45246 -1.30907
H -2.70997 -5.39243 -4.58466
H -5.15316 -7.98693 -4.76087
H -4.08878 -2.86340 -1.12659
*
```

=====

Record 3
Molecular formula: C15H35O11P
Method: DFT, ωB97M-V/def2-TZVPD

For the LUMO energy, the calculation gives 0.45 eV. The value obtained for the molecular weight is 422.41 g mol⁻¹. As for the HOMO-LUMO gap: 9.6993 eV.

The geometry in ORCA input format:
```
! wB97M-V def2-TZVPD RIJCOSX def2/J DEFGRID3
* xyz 0 1
O 1.74997 -0.61638 0.87707
P 1.50243 0.22079 -0.29643
O 0.98340 1.73128 -0.00287
C -0.32042 2.11634 0.06472
O -0.78707 2.69683 0.98919
O -0.96588 1.70734 -1.02790
C -2.40529 1.76264 -0.95917
C -2.97258 0.77278 0.03154
O -2.70351 -0.57442 -0.31965
H 0.54377 -0.26035 -1.19175
H 2.62117 0.55542 -1.06368
H -2.72257 1.50636 -1.97117
H -2.72642 2.78109 -0.73880
H -4.04995 0.96632 0.11592
H -2.53185 0.91810 1.01752
H -2.87873 -0.69734 -1.25897
C 9.15433 4.57433 -2.30166
O 8.65445 3.59482 -1.42335
C 9.51220 3.37488 -0.32072
C 8.80568 2.58932 0.76034
O 7.90969 3.36942 1.53404
C 6.61815 3.57349 0.98405
C 5.66672 2.42537 1.23159
O 5.94279 1.34923 0.35617
C 5.33406 0.14916 0.77992
H 10.12358 4.28096 -2.72312
H 8.43696 4.68380 -3.11262
H 9.27472 5.53938 -1.79570
H 9.84881 4.33454 0.09340
H 10.40049 2.81277 -0.64435
H 9.56664 2.24047 1.46167
H 8.30405 1.72028 0.32828
H 6.67387 3.79294 -0.08499
H 6.21848 4.44900 1.50001
H 4.63649 2.78013 1.07882
H 5.75897 2.09761 2.27496
H 5.68972 -0.15325 1.77091
H 5.59491 -0.62130 0.05652
H 4.24428 0.24648 0.82235
C -9.94653 -2.31799 0.63530
O -8.76288 -3.04622 0.41198
C -8.58332 -3.37649 -0.95026
C -7.17060 -3.85081 -1.20396
O -6.22101 -2.79908 -1.26737
C -5.73005 -2.32340 -0.02256
C -4.61482 -3.16405 0.55331
O -5.13368 -4.33090 1.16369
C -4.14736 -5.31612 1.36134
H -10.83405 -2.89180 0.34213
H -10.00226 -2.10335 1.70054
H -9.94471 -1.37397 0.07772
H -8.78919 -2.50212 -1.58222
H -9.28189 -4.17607 -1.23753
H -7.15360 -4.31788 -2.19098
H -6.88460 -4.59683 -0.45865
H -6.53592 -2.21357 0.70680
H -5.31297 -1.33701 -0.23513
H -4.06910 -2.56362 1.29322
H -3.91099 -3.42899 -0.24626
H -3.70447 -5.63262 0.40970
H -4.62902 -6.17078 1.83235
H -3.34348 -4.95692 2.01477
*
```

=====

Record 4
Molecular formula: C33H57B2BeCl2F7MgN3O15S2Si2
Method: DFT, ωB97M-V/def2-TZVPD

For the LUMO energy, the calculation gives -8.85 eV. The value obtained for the molecular weight is 1114.96 g mol⁻¹. As for the HOMO-LUMO gap: 1.2563 eV.

The geometry in ORCA input format:
```
! wB97M-V def2-TZVPD RIJCOSX def2/J DEFGRID3
* xyz 1 1
C -0.59586 0.41717 3.97536
C -0.35964 0.86654 2.44480
C -0.48811 -0.29631 1.35127
C -1.71819 -1.31163 1.55266
Si 1.19898 -1.23060 1.19598
C 1.59712 -1.87361 2.95497
C 2.83478 -2.87987 3.04925
C 3.58768 -2.91191 4.43519
C 4.82204 -3.81203 4.67141
C 5.34672 -4.76067 3.55978
C 4.57012 -4.73228 2.19660
C 5.13157 -5.74901 1.07149
C 3.34185 -3.81065 1.92640
O 2.35192 -0.09857 0.63065
Si 3.39414 -0.79794 -0.56377
O 2.57354 -1.87342 -1.68635
C 4.14718 0.63267 -1.61737
B 5.07113 1.47654 -0.55253
O 5.25290 2.89872 -0.73226
O 5.69211 0.84571 0.60221
H 0.42825 0.43778 4.51391
H -1.00089 -0.64226 4.11842
H -1.23543 1.22360 4.48885
H -1.00407 1.78611 2.20149
H 0.75406 1.25375 2.38140
H -0.64911 0.22186 0.33059
H -1.41086 -2.06833 2.37135
H -2.64791 -0.75406 1.92189
H -1.96553 -1.93695 0.61051
H 1.05477 -2.34685 0.23511
H 1.89977 -0.93621 3.57144
H 0.65395 -2.28653 3.49983
H 3.23699 -2.23472 5.29481
H 5.32276 -3.79966 5.69102
H 6.25124 -5.44957 3.72800
H 4.43333 -5.80830 0.17414
H 5.23535 -6.77170 1.59897
H 6.18464 -5.45932 0.73207
H 2.82000 -3.83853 0.91295
H 4.45792 -1.58893 0.07435
H 3.27430 -2.46191 -2.05003
H 3.29853 1.34176 -1.95850
H 4.73395 0.25828 -2.52102
H 4.36451 3.32181 -0.65464
H 6.44701 1.45662 0.81125
B 5.84958 4.29796 2.69789
F 6.97727 3.72293 2.02146
F 4.67088 3.53397 2.39496
F 6.07798 4.28000 4.11209
F 5.66420 5.64932 2.25933
Mg 0.32392 -3.37494 -1.03382
N -4.50709 -5.69691 -4.16055
C -3.24859 -5.47954 -4.62523
C -2.62890 -4.58155 -3.77616
C -3.55562 -4.25539 -2.76137
C -4.70731 -4.96109 -3.02137
H -5.18976 -6.30986 -4.58862
H -2.89543 -5.97591 -5.51660
H -1.62120 -4.20693 -3.87878
H -3.40091 -3.58154 -1.93067
H -5.64917 -5.00267 -2.49578
C -2.51057 8.75929 2.65378
O -1.51748 8.32693 1.72996
C -0.21359 8.81068 2.04882
C 0.70097 7.64098 2.41494
N 0.31646 7.06176 3.70077
C 0.99489 5.80970 4.00417
C 0.65720 4.60107 3.10602
O -0.67944 4.14201 3.23697
C -1.61161 4.78683 2.37839
H -3.48231 8.42098 2.29274
H -2.33751 8.32061 3.64258
H -2.52559 9.85032 2.72678
H -0.23297 9.56492 2.84100
H 0.17690 9.28914 1.14552
H 1.73482 7.99412 2.47184
H 0.63099 6.89607 1.61385
H -0.68630 6.89283 3.70095
H 0.72666 5.54895 5.03269
H 2.07692 5.97455 3.99493
H 1.28743 3.76950 3.44009
H 0.91611 4.77044 2.05619
H -1.16095 5.09633 1.43184
H -2.06255 5.64443 2.88520
H -2.41520 4.07882 2.16080
C 1.68003 -0.33829 -6.53772
C 1.34690 -0.90307 -5.37578
C 0.22799 -1.88816 -5.28259
O -0.04663 -2.40800 -4.20371
C -0.51596 -2.19870 -6.50336
C -0.18473 -1.63057 -7.66691
C 0.94913 -0.66817 -7.76604
O 1.23442 -0.18414 -8.84411
O -0.86835 -1.90845 -8.80448
O 2.01894 -0.60114 -4.22864
H 2.48956 0.37498 -6.61960
H -1.33548 -2.90029 -6.41877
H -0.43785 -1.37717 -9.50410
H 1.59765 -1.13384 -3.52949
C -7.34076 6.84636 3.49607
C -6.57804 7.92548 2.77530
O -5.36136 7.90129 2.70442
C -7.37572 9.03546 2.14576
H -6.63805 6.11387 3.89917
H -7.90671 7.28035 4.32290
H -8.01425 6.34011 2.80132
H -7.94325 9.56645 2.91285
H -8.05069 8.62619 1.39117
H -6.69614 9.74037 1.66216
F 1.29842 1.64365 1.09318
N -5.10040 -11.04545 -3.38947
S -4.73337 -9.52152 -3.47989
O -5.51178 -8.70152 -4.38752
O -3.34055 -9.15873 -3.33032
F -5.31475 -9.03062 -2.07239
S -4.71258 -11.82132 -4.70384
O -5.31744 -13.13026 -4.79943
O -3.33902 -11.75467 -5.14707
F -5.48874 -11.03370 -5.85202
Be 1.36750 -2.13692 5.51763
C 2.14338 -6.09252 -4.32504
Cl 0.52569 -5.54845 -4.76405
Cl 2.68386 -5.27193 -2.85442
H 2.12489 -7.16642 -4.14452
H 2.83158 -5.86628 -5.13820
*
```

=====

Record 5
Molecular formula: C2H4N2OS
Method: DFT, ωB97M-V/def2-TZVPD

For the LUMO energy, the calculation gives -0.97 eV. The energy above the lowest of the compared OMol25 structures with the same formula, charge and spin is 3.452 eV. The value obtained for the molecular weight is 104.13 g mol⁻¹. As for the HOMO-LUMO gap: 7.9683 eV.

The geometry in ORCA input format:
```
! wB97M-V def2-TZVPD RIJCOSX def2/J DEFGRID3
* xyz 0 1
N 1.37073 0.32732 0.46007
N 1.14379 -0.84932 -0.28299
C -0.15527 -0.97914 -0.37541
C -1.25504 0.03507 -0.22607
O -0.96653 1.32515 -0.54414
S -2.86724 -0.26552 0.19844
H 1.02812 0.48624 1.40594
H 2.34122 0.49130 0.38376
H -0.71148 -1.84574 -0.72946
H 0.07169 1.27465 -0.29014
*
```

=====

Record 6
Molecular formula: C11H16NS
Method: DFT, ωB97M-V/def2-TZVPD

For the LUMO energy, the calculation gives -2.72 eV. The energy above the lowest of the compared OMol25 structures with the same formula, charge and spin is 0.329 eV. The value obtained for the molecular weight is 194.32 g mol⁻¹. As for the HOMO-LUMO gap: 10.0530 eV.

The geometry in ORCA input format:
```
! wB97M-V def2-TZVPD RIJCOSX def2/J DEFGRID3
* xyz 1 1
C 1.82337 -0.84375 0.83965
N 1.09722 0.39379 0.47197
C 1.71486 1.51547 1.26051
C 0.77231 2.70847 1.28862
S -0.69133 2.22472 0.31273
C -0.37151 0.39722 0.61275
C -0.79803 -0.10576 1.94100
C -0.88419 -0.36123 -0.66320
C -1.61793 -1.55056 -0.58243
C -2.05716 -2.12295 -1.74234
C -1.61682 -1.69332 -3.00718
C -0.80874 -0.60337 -3.03726
C -0.47043 0.12727 -1.86660
H 1.29626 -1.12696 1.78255
H 1.72303 -1.66495 0.01006
H 2.91203 -0.51450 1.11061
H 1.34556 0.52297 -0.48805
H 2.62615 1.84040 0.75630
H 1.85843 1.21842 2.22509
H 0.47664 3.04661 2.30264
H 1.27308 3.58871 0.81154
H -0.34075 0.30516 2.89768
H -0.67847 -1.23578 1.97081
H -1.82464 0.00956 2.02251
H -1.72598 -2.03025 0.33458
H -2.77210 -2.86021 -1.63398
H -1.93628 -2.00866 -3.98365
H -0.35846 -0.32162 -3.91433
H 0.03391 1.14509 -2.03258
*
```

=====

Record 7
Molecular formula: C5H8OSi
Method: DFT, ωB97M-V/def2-TZVPD

For the LUMO energy, the calculation gives 0.18 eV. The energy above the lowest of the compared OMol25 structures with the same formula, charge and spin is 2.146 eV. The value obtained for the molecular weight is 112.20 g mol⁻¹. As for the HOMO-LUMO gap: 9.2320 eV.

The geometry in ORCA input format:
```
! wB97M-V def2-TZVPD RIJCOSX def2/J DEFGRID3
* xyz 0 1
C -3.26858 0.29202 0.18992
C -1.96636 0.44024 0.17918
C -1.15507 -0.81936 0.19471
C 0.18701 -0.94400 0.20664
Si 1.59770 0.31993 0.23174
C 3.14441 0.19032 -0.75664
O 3.05779 -0.18835 0.67849
H -3.85505 1.19562 0.13742
H -3.62349 -0.63365 0.40300
H -1.64035 1.48806 0.18527
H -1.69504 -1.66166 0.11060
H 0.66938 -1.86776 0.05697
H 1.14508 1.78541 0.10735
H 3.62042 -0.66948 -1.20359
H 3.78213 1.07267 -0.72106
*
```

=====

Record 8
Molecular formula: C40H51CaN3P2Si2
Method: DFT, ωB97M-V/def2-TZVPD

For the LUMO energy, the calculation gives 0.06 eV. The value obtained for the molecular weight is 732.07 g mol⁻¹. As for the HOMO-LUMO gap: 6.9447 eV.

The geometry in ORCA input format:
```
! wB97M-V def2-TZVPD RIJCOSX def2/J DEFGRID3
* xyz 0 1
Ca -0.32292 0.52984 -0.12000
C -4.52786 -2.25055 1.35889
Si -3.65246 -0.74301 0.64340
C -3.44238 0.50363 2.04315
C -4.83565 0.01792 -0.61639
N -2.07422 -1.04128 0.05916
P -1.37388 -1.97280 -1.06653
C 0.18295 -1.44740 -1.48171
P 1.38726 -1.78319 -0.34630
N 1.16708 -1.05925 1.06812
Si 1.26629 -1.06240 2.75679
C -0.06275 -2.11677 3.57570
C 0.91423 0.70893 3.30970
C 2.95165 -1.54784 3.44204
C 1.85459 -3.54649 -0.24061
C 2.28128 -4.18890 -1.40304
C 2.67610 -5.51404 -1.37075
C 2.63616 -6.22295 -0.17502
C 2.20017 -5.59732 0.98098
C 1.81914 -4.26035 0.94751
C 2.96421 -1.13180 -1.03867
C 3.07075 -0.79641 -2.38513
C 4.26174 -0.30479 -2.90670
C 5.36402 -0.13773 -2.07976
C 5.27264 -0.48977 -0.73869
C 4.08416 -0.98807 -0.22600
C -2.47186 -1.92076 -2.52541
C -3.39068 -2.91827 -2.83424
C -4.29517 -2.74802 -3.87755
C -4.29752 -1.57658 -4.61728
C -3.39785 -0.56436 -4.30236
C -2.49962 -0.73698 -3.26278
C -1.39963 -3.71337 -0.53994
C -1.73120 -4.04111 0.76760
C -1.64751 -5.35519 1.21052
C -1.22748 -6.35090 0.34339
C -0.88425 -6.03093 -0.96516
C -0.96534 -4.71999 -1.40224
H -5.55348 -1.98109 1.62617
H -4.03962 -2.62585 2.26088
H -4.57612 -3.07282 0.64065
H -4.40174 0.79421 2.47815
H -2.97014 1.42648 1.68446
H -2.81796 0.09849 2.84369
H -5.87015 -0.24641 -0.38202
H -4.63068 -0.31839 -1.63284
H -4.77371 1.10928 -0.61223
H -1.01454 -1.94637 3.06622
H -0.18285 -1.83269 4.62497
H 0.14357 -3.18894 3.54776
H -0.09679 1.01842 3.01697
H 1.62904 1.40595 2.86247
H 0.97221 0.82627 4.39403
H 3.25900 -2.54217 3.10889
H 2.93856 -1.55501 4.53544
H 3.71803 -0.83491 3.12824
H 2.29182 -3.64065 -2.33840
H 3.00993 -6.00090 -2.27895
H 2.93995 -7.26202 -0.15004
H 2.15346 -6.14589 1.91367
H 1.47478 -3.77941 1.85380
H 2.19514 -0.99921 -2.99504
H 4.36044 -0.07981 -3.96598
H 6.29509 0.24291 -2.47947
H 6.13448 -0.37874 -0.09265
H 4.01983 -1.25815 0.82101
H -3.40759 -3.83528 -2.25918
H -5.00410 -3.53433 -4.10525
H -5.00794 -1.44329 -5.42340
H -3.41509 0.37268 -4.84714
H -1.84797 0.08308 -2.98184
H -2.04082 -3.25658 1.44303
H -1.90761 -5.59529 2.23429
H -1.15563 -7.37621 0.68476
H -0.53733 -6.80448 -1.63898
H -0.67330 -4.46500 -2.41519
C 1.76734 2.12364 -5.52899
N 1.52245 1.44147 -4.23571
C 0.45506 0.40498 -4.37025
C 1.27511 2.40568 -3.07488
C -0.15615 2.83755 -2.90762
C -0.74401 3.67598 -3.85894
C -2.07446 4.03823 -3.73496
C -2.79820 3.58457 -2.63930
C -2.17648 2.79588 -1.67953
C -0.83535 2.37840 -1.76571
H 2.08249 1.38374 -6.26140
H 2.53969 2.87753 -5.39685
H 0.84158 2.58796 -5.85442
H 2.37787 0.94727 -3.97521
H -0.45173 0.89955 -4.70669
H 0.30110 -0.08178 -3.40107
H 0.78865 -0.32578 -5.10589
H 1.97791 3.22617 -3.23152
H 1.58564 1.84343 -2.19496
H -0.16783 4.07579 -4.68844
H -2.53639 4.68083 -4.47393
H -3.84128 3.85935 -2.53059
H -2.78634 2.48500 -0.83227
*
```